{"formula": "C54H40AsF3FeN13O3", "method": "ωB97M-V with the def2-TZVPD basis set", "total_energy_ev": -185522.847, "total_charge": 2, "s2": 8.76, "max_force_ev_per_a": 4.34, "spin_multiplicity": 6, "lumo_ev": [-6.3, -6.4], "elements": ["Fe", "N", "C", "N", "C", "N", "N", "C", "C", "C", "C", "C", "C", "N", "C", "C", "C", "C", "C", "C", "H", "H", "H", "H", "H", "H", "H", "H", "H", "H", "H", "C", "N", "C", "N", "C", "N", "C", "C", "C", "C", "C", "C", "C", "N", "N", "C", "O", "C", "C", "C", "C", "C", "C", "N", "C", "N", "C", "N", "C", "H", "H", "H", "H", "H", "H", "H", "H", "H", "H", "H", "H", "H", "H", "H", "H", "F", "C", "F", "F", "C", "O", "O", "C", "C", "C", "C", "C", "C", "As", "C", "C", "C", "C", "C", "C", "C", "C", "C", "C", "C", "C", "H", "H", "H", "H", "H", "H", "H", "H", "H", "H", "H", "H", "H"], "xyz": [[-1.8881, -1.7655, -1.3763], [0.0376, 1.7427, -3.2710], [-0.7185, 0.9328, -2.4992], [-0.5154, -0.3392, -2.4458], [0.5273, -0.9195, -3.0884], [0.6887, -2.2175, -3.0155], [-0.3082, -2.8168, -2.3648], [-0.2422, -4.1019, -2.0426], [-1.3142, -4.6390, -1.2672], [-1.4469, -6.0911, -1.1324], [-2.4965, -6.6219, -0.3837], [-3.2947, -5.6771, 0.2602], [-3.0336, -4.3084, 0.1614], [-2.1768, -3.7651, -0.6678], [1.3813, -0.0724, -3.9132], [2.4994, -0.6063, -4.5439], [3.4260, 0.2318, -5.1951], [3.0842, 1.5871, -5.3684], [1.8858, 2.0962, -4.8739], [1.0586, 1.2584, -4.1006], [-0.2575, 2.6767, -3.3971], [-1.3931, 1.3706, -1.7453], [0.6414, -4.6972, -2.2672], [-0.7017, -6.7178, -1.6622], [-2.4912, -7.6699, -0.3265], [-3.9323, -6.0740, 1.0518], [-3.7384, -3.6150, 0.6132], [2.6212, -1.6898, -4.4683], [4.3350, -0.1448, -5.6218], [3.7371, 2.3209, -5.8998], [1.6289, 3.1124, -5.0174], [-4.8261, -0.0059, -5.6738], [-4.4600, -0.8836, -4.5405], [-3.2296, -1.1459, -4.0543], [-3.3498, -1.6653, -2.8850], [-4.6916, -1.8558, -2.7202], [-5.4385, -1.4170, -3.7002], [-4.5203, 1.5246, -5.4876], [-3.7261, 2.1706, -6.4359], [-3.1576, 3.4134, -6.0890], [-3.4584, 4.0487, -4.8690], [-4.2940, 3.4584, -3.9691], [-4.9110, 2.1922, -4.3074], [-4.4135, 4.1937, -2.6481], [-4.5009, 5.4500, -2.3166], [-4.5581, 5.4847, -0.9017], [-4.6596, 4.3038, -0.4368], [-4.4958, 3.3090, -1.4942], [-4.8195, 3.8784, 0.9144], [-4.5871, 4.9087, 1.8005], [-4.0392, 4.5939, 3.0650], [-3.8249, 3.2857, 3.4761], [-4.4014, 2.3225, 2.6761], [-4.1669, 0.9091, 3.0554], [-3.1476, 0.2148, 2.1634], [-3.1777, 0.0277, 0.8510], [-2.2018, -0.8765, 0.4921], [-1.6779, -1.2208, 1.7424], [-2.2488, -0.6604, 2.7663], [-4.9749, 2.6045, 1.4347], [-5.8817, -0.2215, -5.8413], [-4.2403, -0.3360, -6.5374], [-2.2859, -1.0439, -4.6195], [-5.1298, -2.3887, -1.8846], [-3.5553, 1.7583, -7.4292], [-2.4247, 3.9073, -6.6911], [-2.9140, 4.9565, -4.6643], [-5.5704, 1.8114, -3.5274], [-4.7593, 5.9228, 1.4894], [-3.7082, 5.3952, 3.6952], [-3.1183, 2.9120, 4.2493], [-5.0944, 0.2800, 2.9444], [-3.7707, 0.7857, 4.0617], [-3.8931, 0.3950, 0.1158], [-0.8721, -1.9714, 1.7899], [-5.4441, 1.7574, 0.8969], [2.0233, -5.2654, 3.9587], [2.5117, -4.1959, 4.6546], [3.5690, -4.7101, 5.3621], [1.5600, -3.7239, 5.5484], [2.8313, -3.0399, 3.6247], [3.9844, -3.1440, 3.0006], [1.8381, -2.3535, 3.2910], [3.5127, -0.2320, 7.2739], [4.8016, -0.1878, 6.8213], [5.0384, 0.0603, 5.4381], [4.0691, 0.6584, 4.6337], [2.7975, 0.8067, 5.1261], [2.5545, 0.4119, 6.4277], [3.8570, -1.8549, 1.4581], [5.7249, -1.5843, 1.8808], [6.6300, -2.6703, 1.8210], [7.9576, -2.5779, 2.3042], [8.4127, -1.3211, 2.6309], [7.5441, -0.2120, 2.6918], [6.1849, -0.3113, 2.4204], [5.2776, 0.9024, 2.3557], [5.3079, 1.6439, 1.1185], [4.4502, 2.6675, 0.8086], [3.5173, 3.0561, 1.7746], [3.5426, 2.4461, 3.0332], [4.3175, 1.3028, 3.3216], [3.2880, -0.6053, 8.2459], [5.6870, -0.3338, 7.4383], [6.0259, -0.1554, 5.0518], [2.0483, 1.0519, 4.3864], [1.4614, 0.3953, 6.7249], [6.2984, -3.6087, 1.3779], [8.6083, -3.4076, 2.4193], [9.4809, -1.1337, 2.8450], [7.9104, 0.7586, 3.0604], [6.1002, 1.4219, 0.3613], [4.4971, 3.1258, -0.2020], [2.8648, 3.8580, 1.5904], [2.9314, 2.7990, 3.8328]]}